(1)
The following is a DFT calculation (ωB97M-V/def2-TZVPD) of an isolated molecule of C4H4N2O.

HOMO in eV: -9.31
Strongest force on any atom in eV/A: 1.6
Total charge: 0
SMILES: [H]/N=c1/cccno1
Relative energy (zero: lowest compared OMol25 entry of this formula, charge and spin) in eV: 2.713
Lowest unoccupied orbital energy in eV: -0.09
Calculated total energy in eV: -9237.775

```
11
C4H4N2O (ωB97M-V/def2-TZVPD)
N 2.29 -0.19 0.12
C 1.08 0.10 -0.09
C 0.19 -1.02 0.00
C -1.09 -0.74 0.17
C -1.44 0.66 0.25
N -0.68 1.68 0.14
O 0.63 1.39 -0.14
H 2.71 0.70 0.31
H 0.61 -2.02 -0.06
H -1.84 -1.50 0.23
H -2.46 0.94 0.44
```

(2)
The following is a DFT calculation (ωB97M-V/def2-TZVPD) of a cluster of 4 separate species, C10H19Br6N in total.

HOMO in eV: -10.23
Strongest force on any atom in eV/A: 1.4
Total charge: 0
SMILES: BrCCBr.BrCCBr.BrCCBr.CCCC#N
Relative energy (zero: lowest compared OMol25 entry of this formula, charge and spin) in eV: 0.000
Lowest unoccupied orbital energy in eV: 0.25
Calculated total energy in eV: -432423.389

```
36
C10H19Br6N (ωB97M-V/def2-TZVPD)
C -0.04 0.56 -1.78
C -0.76 -0.75 -1.41
C -0.50 -1.12 0.07
C -1.23 -0.29 1.01
N -1.81 0.33 1.78
H 1.05 0.49 -1.74
H -0.30 1.40 -1.14
H -0.34 0.72 -2.81
H -0.43 -1.59 -2.02
H -1.83 -0.63 -1.54
H 0.57 -1.14 0.28
H -0.90 -2.13 0.20
Br -2.09 -2.89 5.70
C -0.25 -2.27 5.41
C -0.23 -1.58 4.07
Br 1.63 -1.29 3.50
H 0.39 -3.14 5.46
H 0.02 -1.62 6.24
H -0.77 -0.64 4.05
H -0.68 -2.19 3.29
Br 0.82 3.22 1.12
C -1.08 3.61 0.82
C -1.80 3.76 2.12
Br -3.55 4.54 1.82
H -1.46 2.77 0.23
H -1.15 4.44 0.12
H -1.26 4.41 2.81
H -1.85 2.79 2.61
Br 3.13 -1.17 -7.16
C 3.12 -1.59 -5.26
C 2.03 -0.81 -4.53
Br 0.25 -1.45 -5.02
H 4.11 -1.39 -4.88
H 2.93 -2.66 -5.20
H 2.14 0.24 -4.79
H 2.14 -0.92 -3.46
```

(3)
The following is a DFT calculation (ωB97M-V/def2-TZVPD) of an isolated molecule of C3H6N2O.

HOMO in eV: -7.98
Strongest force on any atom in eV/A: 3.5
Total charge: 0
Relative energy (zero: lowest compared OMol25 entry of this formula, charge and spin) in eV: 5.225
Lowest unoccupied orbital energy in eV: 0.95
Calculated total energy in eV: -8231.474

```
12
C3H6N2O (ωB97M-V/def2-TZVPD)
C 2.41 0.34 -0.16
C 1.16 0.05 0.30
C -1.09 -1.03 0.15
N -2.02 1.11 -0.35
N -2.01 -0.10 0.01
O 0.17 -0.75 -0.43
H 3.18 0.91 0.32
H 0.69 0.57 1.25
H -1.12 -2.14 0.33
H 2.54 0.03 -1.18
H -1.00 1.32 -0.59
H -2.90 -0.32 0.35
```

(4)
The following is a DFT calculation (ωB97M-V/def2-TZVPD) of a structure of composition C12H17PS.

HOMO in eV: -6.91
Strongest force on any atom in eV/A: 4.8
Total charge: 0
Relative energy (zero: lowest compared OMol25 entry of this formula, charge and spin) in eV: 6.184
Lowest unoccupied orbital energy in eV: -1.20
Calculated total energy in eV: -32837.305

```
31
C12H17PS (ωB97M-V/def2-TZVPD)
C 4.99 0.54 -1.10
C 3.59 0.58 -1.29
C 5.24 -0.08 0.11
C 2.90 -0.08 -0.39
C -1.22 -1.60 1.07
C -1.73 1.43 -0.10
C -1.50 -1.90 -0.37
C -1.93 0.62 -1.30
C 0.22 -1.06 1.41
C -0.37 1.33 0.66
C -1.17 -0.81 -1.37
C 0.22 0.06 0.43
P 0.69 -0.29 -1.24
S 3.84 -0.71 0.90
H 5.71 1.12 -1.63
H 2.98 0.94 -2.10
H 6.29 -0.17 0.47
H -1.85 -0.84 1.28
H -1.48 -2.47 1.64
H -1.97 2.44 -0.44
H -2.51 1.21 0.64
H -0.97 -2.89 -0.61
H -2.51 -2.21 -0.42
H -2.97 0.67 -1.59
H -1.42 1.27 -2.10
H 0.27 -0.72 2.49
H 1.03 -1.82 1.13
H 0.30 2.16 0.29
H -0.61 1.40 1.76
H -1.40 -1.37 -2.41
H 1.19 -1.60 -1.42
```

(5)
The following is a DFT calculation (ωB97M-V/def2-TZVPD) of a cluster of 8 separate species, C27H26ClF7O24 in total.

HOMO in eV: -10.11
Strongest force on any atom in eV/A: 2.3
Total charge: 0
SMILES: CCC1=C(Cl)C(=O)OC1=O.O=C1OC[C@@H](F)O1.O=C1OC[C@@H](F)O1.O=C1OC[C@@H](F)O1.O=C1OC[C@@H](F)O1.O=C1OC[C@@H](F)O1.O=C1OC[C@@H](F)O1.O=C1OC[C@@H](F)O1
Lowest unoccupied orbital energy in eV: -0.56
Calculated total energy in eV: -109106.148

```
85
C27H26ClF7O24 (ωB97M-V/def2-TZVPD)
C -2.76 1.07 -3.89
C -1.71 0.02 -4.35
C -1.21 -0.68 -3.15
C -0.18 -0.37 -2.38
Cl 0.89 0.91 -2.56
C -0.17 -1.35 -1.25
O 0.36 -1.17 -0.19
O -0.92 -2.42 -1.64
C -1.86 -1.88 -2.53
O -2.97 -2.33 -2.68
H -2.90 0.99 -2.81
H -2.43 2.08 -4.05
H -3.74 0.88 -4.32
H -0.89 0.53 -4.82
H -2.20 -0.67 -5.02
C -1.54 -4.22 0.71
C -1.19 -5.69 0.74
O -0.99 -5.93 2.12
C -1.78 -5.05 2.80
O -2.06 -5.13 3.95
O -2.20 -4.06 1.98
F -0.03 -5.95 0.07
H -0.66 -3.58 0.68
H -2.20 -3.96 -0.11
H -1.98 -6.34 0.37
C 1.73 4.28 1.06
C 2.32 5.28 0.11
O 1.97 4.75 -1.16
C 0.82 4.04 -0.99
O 0.13 3.67 -1.87
O 0.59 3.81 0.32
F 3.68 5.34 0.21
H 2.41 3.45 1.25
H 1.43 4.71 2.01
H 1.92 6.29 0.20
C 2.29 -4.36 -1.71
C 3.46 -4.71 -2.59
O 2.93 -4.54 -3.89
C 1.94 -3.61 -3.81
O 1.47 -3.05 -4.73
O 1.59 -3.40 -2.52
F 3.86 -6.00 -2.43
H 1.65 -5.22 -1.54
H 2.58 -3.93 -0.76
H 4.33 -4.06 -2.47
C 7.55 7.54 1.83
C 7.36 6.04 1.77
O 6.25 5.84 2.62
C 5.50 6.97 2.58
O 4.38 7.06 2.97
O 6.20 7.99 2.03
F 8.43 5.37 2.27
H 8.17 7.83 2.67
H 7.96 7.95 0.91
H 7.13 5.64 0.78
C 4.32 7.60 6.10
C 3.51 6.91 7.17
O 4.51 6.51 8.09
C 5.55 7.39 7.98
O 6.43 7.50 8.76
O 5.42 8.13 6.85
F 2.87 5.82 6.70
H 4.69 6.90 5.35
H 3.77 8.40 5.59
H 2.79 7.56 7.68
C -6.13 -2.24 -4.71
C -6.08 -3.51 -5.53
O -5.61 -3.04 -6.78
C -4.85 -1.93 -6.53
O -4.10 -1.45 -7.30
O -5.06 -1.48 -5.27
F -7.31 -4.06 -5.69
H -7.07 -1.71 -4.83
H -5.96 -2.41 -3.65
H -5.40 -4.27 -5.15
C -6.01 -5.98 3.16
C -7.04 -6.49 2.19
O -6.35 -6.45 0.96
C -5.02 -6.60 1.24
O -4.20 -6.87 0.43
O -4.79 -6.43 2.55
F -8.12 -5.68 2.12
H -6.00 -4.89 3.23
H -6.11 -6.40 4.16
H -7.38 -7.51 2.38
```

(6)
The following is a DFT calculation (ωB97M-V/def2-TZVPD) of an isolated molecule of C8H13ClN2O.

HOMO (spin up / spin down) in eV: -7.00 / -7.00
Strongest force on any atom in eV/A: 5.1
Total charge: 0
Relative energy (zero: lowest compared OMol25 entry of this formula, charge and spin) in eV: 5.835
Lowest unoccupied orbital energy (spin up / spin down) in eV: 0.36 / 0.36
Calculated total energy in eV: -26050.170

```
25
C8H13ClN2O (ωB97M-V/def2-TZVPD)
C -1.95 -1.90 -1.57
C 0.56 0.94 -0.52
C -1.63 -0.97 -2.60
C 2.19 2.58 0.37
C 2.37 0.05 0.81
C 0.43 1.68 1.80
C -2.91 -2.99 0.14
C 1.43 1.29 0.73
N -0.72 0.04 -2.38
N -0.05 0.34 -1.35
O -2.94 -2.89 -1.31
Cl -1.98 -1.27 -4.20
H 3.25 2.40 0.04
H 1.80 3.23 -0.35
H 2.36 3.21 1.19
H 1.85 -0.99 0.60
H 3.05 0.17 0.06
H 2.89 0.06 1.82
H -0.23 0.92 1.91
H 1.05 1.91 2.70
H -0.03 2.55 1.44
H -2.52 -4.00 0.35
H -3.98 -2.97 0.46
H -2.30 -2.15 0.54
H -1.99 -1.24 -0.66
```

(7)
The following is a DFT calculation (ωB97M-V/def2-TZVPD) of a structure of composition C3H6O3Y.

HOMO (spin up / spin down) in eV: -16.47 / -16.47
Strongest force on any atom in eV/A: 3.4
Total charge: +2
Relative energy (zero: lowest compared OMol25 entry of this formula, charge and spin) in eV: 3.502
Lowest unoccupied orbital energy (spin up / spin down) in eV: -10.52 / -10.73
2S+1: 2
Calculated total energy in eV: -10370.162

```
13
C3H6O3Y (ωB97M-V/def2-TZVPD)
C 1.49 0.29 -0.68
C 0.16 0.52 -0.68
O -0.69 -0.57 -0.46
C -2.00 -0.38 -0.49
O -2.46 -1.59 -0.19
Y -0.74 -3.25 0.01
H 2.12 1.04 -1.16
H 1.88 -0.66 -0.29
H -0.33 1.33 -1.23
H -3.42 -1.62 -0.14
H 0.64 1.83 1.33
O 1.62 1.89 1.69
H 1.72 1.16 2.30
```

(8)
The following is a DFT calculation (ωB97M-V/def2-TZVPD) of a structure of composition C6H8O3S2.

HOMO in eV: -9.07
Strongest force on any atom in eV/A: 3.6
Total charge: 0
Relative energy (zero: lowest compared OMol25 entry of this formula, charge and spin) in eV: 1.421
Lowest unoccupied orbital energy in eV: -0.52
Calculated total energy in eV: -34160.014

```
19
C6H8O3S2 (ωB97M-V/def2-TZVPD)
C -0.83 1.33 -0.37
C -0.19 2.31 0.27
C -0.10 -1.03 -0.12
C 0.49 -0.98 1.29
C -0.04 0.24 -0.92
C 1.39 0.87 -0.83
O 3.48 -0.28 2.88
O 1.81 1.28 2.02
O 1.87 -1.06 1.16
S 1.58 2.12 0.18
S 2.92 0.22 1.66
H -1.85 1.13 -0.50
H -0.64 3.32 0.64
H 0.44 -1.97 -0.62
H -1.23 -1.15 0.08
H 0.15 -0.01 1.91
H 0.12 -1.97 1.83
H -0.42 -0.05 -1.92
H 2.30 0.45 -1.08
```